Entry 1:
{
  "formula": "C37H33N8O3RbS2",
  "method": "ωB97M-V/def2-TZVPD",
  "symbols": ["H", "C", "H", "C", "C", "N", "H", "H", "C", "H", "C", "H", "C", "C", "H", "C", "H", "H", "H", "C", "C", "C", "H", "C", "C", "C", "N", "C", "H", "H", "C", "H", "C", "C", "O", "H", "H", "H", "N", "C", "N", "C", "H", "H", "C", "N", "C", "C", "S", "H", "O", "C", "S", "Rb", "C", "H", "H", "H", "H", "H", "C", "H", "N", "H", "C", "C", "C", "C", "H", "N", "C", "N", "H", "H", "C", "H", "O", "C", "C", "H", "H", "C", "C", "C"],
  "positions_angstrom": [[5.201, -0.125, 6.014], [3.833, -1.574, 1.794], [-6.660, 0.242, 1.853], [3.728, 3.465, -1.126], [-1.282, 0.055, -4.662], [-0.014, 3.313, -1.403], [3.801, -3.420, 2.889], [-4.246, -5.115, -1.768], [-3.748, -3.266, -2.729], [4.148, 2.835, 3.103], [4.697, 1.466, 4.665], [3.663, 1.048, 1.466], [-0.031, 1.109, 2.595], [-1.713, 0.471, 1.439], [1.074, -4.400, 0.613], [-2.287, -4.398, -1.208], [-2.315, 0.079, 0.634], [-2.520, -0.175, -8.287], [-2.705, -6.252, -0.185], [4.862, 0.134, 5.020], [-1.020, -0.792, -6.884], [-0.573, -0.711, -5.574], [5.553, 3.145, -2.128], [4.302, -2.990, 2.020], [-3.513, -4.329, -1.902], [3.986, 0.799, 2.471], [-8.756, 1.550, 4.308], [4.596, -0.867, 4.100], [-4.686, -3.204, -3.268], [4.067, -3.586, 1.142], [0.116, -4.419, 0.100], [-3.764, 1.186, -6.648], [4.146, -0.543, 2.821], [-3.956, 1.829, 4.093], [3.223, -1.268, 0.789], [4.911, 2.245, 5.386], [5.377, -3.007, 2.203], [-5.570, 2.460, 5.345], [3.263, 2.564, -0.340], [-6.271, 1.360, 3.642], [-0.131, -3.408, -0.695], [-0.776, -5.483, 0.315], [-0.294, 3.828, -2.219], [1.008, 1.270, 2.831], [-1.565, -2.273, -2.262], [-2.224, 1.036, 2.578], [-1.128, 1.440, 3.323], [-2.870, 0.657, -6.345], [-0.681, 0.087, -2.977], [-3.213, 2.289, 4.726], [0.672, 0.621, -3.063], [5.172, 3.790, -1.331], [2.461, 4.275, -2.036], [1.394, -0.433, -0.805], [-2.168, -0.109, -7.265], [-0.509, -6.291, 0.984], [5.914, 2.573, 0.300], [-3.027, -1.431, -3.569], [0.313, -1.239, -5.246], [-0.481, -1.387, -7.609], [6.015, 3.592, -0.072], [-1.210, 1.916, 4.282], [-0.413, 0.502, 1.422], [5.701, 4.280, 0.714], [-7.649, 1.464, 4.009], [-1.308, -3.379, -1.367], [-5.899, 0.686, 2.480], [-5.287, 1.932, 4.445], [7.063, 3.782, -0.303], [-0.555, -1.364, -2.405], [-1.977, -5.462, -0.333], [1.910, 2.423, -0.366], [-2.956, 1.318, -4.285], [-0.537, 2.447, -1.302], [-3.581, 1.149, 2.935], [-4.302, 0.050, 1.229], [-1.583, 0.932, -2.196], [1.325, 3.219, -1.208], [4.265, 1.797, 3.388], [5.259, 4.820, -1.678], [4.731, -1.901, 4.389], [-2.798, -2.251, -2.906], [-4.569, 0.581, 2.131], [-2.427, 0.740, -5.033]],
  "forces_ev_per_angstrom": [[0.00, 0.00, 0.00], [0.10, -0.10, 0.12], [0.01, -0.01, -0.01], [-0.48, 0.27, -0.32], [0.02, -0.04, 0.27], [-0.05, 0.00, 0.09], [0.03, 0.00, 0.03], [0.01, 0.00, -0.01], [-0.12, -0.25, 0.10], [-0.01, -0.01, -0.02], [0.00, -0.04, 0.01], [-0.01, 0.06, 0.07], [-0.14, 0.00, 0.04], [0.05, 0.04, -0.10], [-0.01, -0.03, 0.01], [0.26, 0.16, 0.03], [-0.04, 0.03, 0.05], [0.01, -0.01, 0.00], [0.00, -0.01, -0.03], [0.02, 0.04, 0.07], [-0.04, 0.05, 0.04], [0.05, -0.07, -0.05], [0.00, 0.07, -0.05], [-0.10, 0.04, -0.10], [-0.15, 0.07, -0.11], [-0.02, -0.14, -0.10], [0.07, -0.01, -0.02], [-0.03, -0.08, -0.08], [0.01, 0.03, 0.00], [0.00, 0.01, 0.00], [0.05, 0.20, -0.06], [0.00, 0.00, 0.00], [0.05, 0.26, 0.10], [0.11, 0.00, -0.03], [0.57, -0.36, 0.39], [0.00, 0.00, -0.01], [-0.01, -0.02, 0.05], [0.01, 0.00, 0.00], [0.50, 0.00, 0.08], [0.29, 0.00, -0.05], [0.18, 0.05, 0.06], [-0.13, -0.10, 0.00], [-0.03, -0.04, -0.09], [0.00, 0.02, 0.03], [-0.49, -0.08, 0.00], [0.10, -0.06, 0.02], [0.16, 0.05, 0.01], [0.03, -0.03, -0.02], [-0.26, -0.31, -0.06], [0.02, 0.00, -0.01], [-0.23, 0.20, -0.61], [0.10, -0.06, 0.16], [0.00, -0.36, 0.30], [0.43, -0.25, 0.85], [-0.06, 0.03, -0.06], [0.00, 0.01, 0.01], [0.01, 0.01, 0.04], [-0.06, 0.01, -0.03], [-0.01, 0.00, -0.04], [0.02, -0.01, 0.02], [-0.07, 0.00, -0.14], [-0.05, -0.01, 0.00], [0.07, -0.08, -0.13], [0.00, -0.03, 0.03], [-0.29, 0.03, 0.07], [-0.25, -0.15, -0.08], [-0.05, 0.03, 0.05], [-0.10, -0.05, -0.06], [0.01, -0.02, 0.06], [-0.06, 0.42, -0.72], [0.08, -0.02, 0.07], [-0.50, -0.12, 0.03], [-0.01, -0.01, -0.04], [-0.01, -0.02, -0.02], [-0.25, 0.02, 0.01], [-0.03, -0.01, 0.01], [-0.30, -0.01, -0.22], [0.51, 0.51, -0.14], [-0.01, 0.05, 0.00], [0.01, -0.02, -0.06], [0.00, -0.01, -0.01], [0.39, 0.20, 0.14], [0.11, -0.01, -0.02], [0.00, 0.07, 0.14]],
  "gap_ev": 7.07,
  "energy_ev": -79294.9263,
  "homo_energy_ev": -7.058,
  "total_charge": 0
}

=====

Entry 2:
{
  "formula": "C9H16ClIN2O2PRu",
  "method": "ωB97M-V/def2-TZVPD",
  "symbols": ["H", "H", "H", "O", "C", "C", "H", "Cl", "C", "H", "N", "C", "C", "Ru", "H", "C", "C", "H", "C", "H", "H", "O", "H", "H", "H", "N", "H", "H", "I", "H", "P", "H", "C"],
  "positions_angstrom": [[1.793, 1.985, 4.631], [1.432, -2.932, 0.836], [-0.518, -1.407, -2.255], [-4.446, 0.077, -3.004], [1.073, -2.706, -0.187], [2.633, -0.282, -0.330], [2.605, 0.820, -0.319], [-0.147, 2.714, 0.478], [-1.340, -1.208, 1.283], [0.077, -3.154, -0.358], [0.521, 0.265, 2.329], [0.620, 1.381, 3.029], [-3.827, 1.098, -3.000], [-0.622, 0.313, 0.593], [3.186, -0.637, -1.216], [-3.843, 2.313, -3.860], [1.983, -0.083, 3.941], [1.179, -1.115, -2.852], [1.311, -0.713, 2.933], [1.795, -3.095, -0.929], [1.345, -1.738, 2.605], [-1.897, -2.021, 1.899], [0.147, 0.273, -2.316], [-2.851, 2.406, -4.342], [2.737, -0.492, 4.588], [1.543, 1.230, 4.006], [-4.664, 2.247, -4.627], [0.097, 2.295, 2.811], [-2.357, 1.336, -1.164], [3.127, -0.657, 0.584], [0.907, -0.889, -0.446], [-3.986, 3.165, -3.174], [0.384, -0.788, -2.167]],
  "forces_ev_per_angstrom": [[0.30, -0.21, 0.30], [-0.20, -0.04, -0.65], [0.21, 0.18, -0.29], [3.17, 3.86, 0.85], [-0.50, 0.39, 0.43], [-0.38, 0.66, 0.33], [0.31, -0.37, -0.05], [-0.43, -0.93, -1.04], [-3.80, -6.07, 3.52], [0.54, -0.07, 0.12], [-0.56, -0.56, 0.63], [1.58, 0.63, 1.54], [-4.60, -4.05, -2.28], [0.50, 4.27, 0.43], [-0.30, 0.08, 0.26], [0.30, 0.62, -0.04], [0.01, -0.43, 0.06], [-0.20, 0.00, 0.24], [0.39, 1.25, 0.50], [-0.30, 0.22, 0.32], [0.07, 0.09, 0.07], [2.25, 2.96, -2.45], [0.09, -0.37, -0.59], [-0.39, 0.03, 0.16], [0.06, 0.10, 0.26], [-1.34, -0.50, -1.50], [0.71, -0.22, 0.85], [0.06, 0.04, 0.33], [-0.30, 0.89, 0.25], [-0.33, 0.18, -0.39], [3.39, -3.15, -1.78], [0.01, -0.10, -0.41], [-0.32, 0.61, 0.05]],
  "multiplicity": 5,
  "s2": 6.04,
  "gap_ev": [6.20, 4.74],
  "energy_ev": -49128.8771,
  "homo_energy_ev": [-18.434, -19.452],
  "total_charge": 3
}

=====

Entry 3:
{
  "formula": "C3H9NO2",
  "method": "ωB97M-V/def2-TZVPD",
  "symbols": ["H", "H", "N", "H", "H", "H", "H", "C", "H", "C", "H", "O", "O", "C", "H"],
  "positions_angstrom": [[-1.466, 2.639, -1.493], [-1.225, 1.436, -3.545], [-0.049, 0.303, 0.965], [2.328, -1.285, 2.177], [1.117, -0.412, 3.115], [0.903, -2.137, 2.767], [-0.552, 0.584, 0.135], [1.261, -1.191, 2.366], [-2.040, 0.459, -2.289], [0.569, -0.898, 1.062], [-0.070, 0.990, 1.702], [0.553, -1.705, 0.150], [-0.784, 1.957, -1.557], [-1.130, 0.993, -2.553], [-0.311, 0.283, -2.563]],
  "forces_ev_per_angstrom": [[0.13, -0.27, -0.17], [-0.04, 0.06, 0.01], [-0.36, 0.63, 0.20], [0.03, -0.07, -0.03], [-0.03, -0.01, -0.03], [-0.01, -0.01, -0.09], [0.28, -0.20, -0.20], [0.18, 0.17, 0.29], [-0.16, -0.05, -0.05], [-0.33, -0.12, -0.27], [0.24, -0.35, 0.08], [0.07, 0.04, 0.03], [-0.20, 0.18, 0.10], [0.15, 0.14, 0.19], [0.07, -0.13, -0.06]],
  "gap_ev": 10.29,
  "energy_ev": -8842.1972,
  "homo_energy_ev": -9.541,
  "total_charge": 0
}